# C26H34ClF5MnN3O5

A molecular structure, C26H34ClF5MnN3O5 at a distorted geometry (ωB97M-V/def2-TZVPD, the Open Molecules 2025 dataset).

As for the expectation value of S²: 9.10. The energy comes out at -99650.05896 eV. The spin multiplicity is 6. Its total charge is -1. As for the max |F|: 0.0697 Eh/bohr. As for the orbital gap (spin up / spin down): 2.82 / 6.57 eV.

The geometry in XYZ format:
```
75
Properties=species:S:1:pos:R:3:mulliken_spin:R:1
Mn -1.515 -0.941 0.778 4.226
Cl -3.327 0.218 1.792 0.020
F 1.346 2.589 4.910 0.000
F -0.492 5.817 1.939 0.000
F 0.446 5.155 4.414 0.000
F -0.693 3.916 -0.014 0.001
F 1.392 0.777 2.908 0.000
O -0.004 1.310 0.552 0.041
O -0.731 -1.200 2.631 0.026
O 1.324 -0.956 -3.367 0.198
O 1.806 -1.042 0.383 0.001
O -0.737 -2.868 0.404 0.064
N 3.080 0.542 -0.688 -0.009
N -1.064 -0.683 4.838 0.004
N 0.386 -4.700 -0.378 0.000
C 0.834 1.993 2.682 0.003
C 0.199 2.225 1.413 0.001
C 3.620 1.116 -1.908 0.008
C -4.213 0.779 -1.755 -0.036
C 0.511 3.195 -3.184 -0.149
C 0.119 3.107 -5.560 -0.084
C 1.375 -5.274 -1.294 -0.002
C 0.202 -3.385 -0.268 0.024
C 2.357 -0.602 -0.629 0.010
C 0.769 -0.411 -4.325 0.498
C 0.580 1.800 -3.130 0.159
C -2.957 0.326 -1.055 0.179
C -0.519 -5.623 0.299 0.001
C 3.629 1.056 0.545 0.000
C -0.192 3.589 1.199 -0.002
C 0.232 1.714 -5.526 0.078
C 0.863 2.928 3.692 -0.001
C -2.573 -0.951 -0.818 -0.526
C 0.323 3.873 -4.400 0.237
C -0.433 -1.877 5.363 0.000
C 0.507 1.046 -4.325 -0.111
C -1.873 0.123 5.734 0.000
C -1.034 -0.386 3.549 0.007
C -0.104 4.546 2.183 -0.001
C 0.395 4.222 3.450 0.002
C -2.519 -2.120 -1.748 -0.003
H -2.691 -0.463 6.162 0.000
H -4.644 1.631 -1.208 0.007
H 0.144 1.110 -6.434 -0.003
H 3.328 0.398 1.358 0.000
H 4.716 1.103 -1.881 -0.002
H -1.265 0.522 6.548 0.000
H -4.959 -0.026 -1.827 0.001
H -0.970 -6.304 -0.432 0.000
H 0.274 -0.994 -5.156 0.040
H -3.170 -2.033 -2.636 -0.018
H -0.116 3.602 -6.504 -0.005
H 1.924 -4.464 -1.784 0.000
H 0.872 -5.889 -2.052 0.000
H -1.293 -5.052 0.819 0.000
H -1.482 -2.221 -2.131 -0.003
H 0.931 -2.755 -0.802 0.010
H 4.718 1.106 0.473 0.001
H -2.298 0.940 5.153 0.000
H 0.622 3.780 -2.268 -0.010
H 0.743 1.308 -2.166 0.087
H 0.043 -6.247 1.002 0.000
H 0.142 -1.610 6.256 0.001
H -1.181 -2.619 5.668 0.001
H -2.374 1.112 -0.531 -0.005
H 0.227 -2.323 4.618 0.000
H 2.280 -1.125 -1.601 0.008
H 0.321 4.976 -4.436 0.023
H -1.321 0.638 3.299 0.002
H 2.070 -5.919 -0.742 0.000
H 3.309 2.164 -1.990 -0.002
H 3.258 2.066 0.732 0.000
H 3.249 0.574 -2.781 -0.003
H -3.982 1.145 -2.770 0.011
H -2.736 -3.078 -1.242 -0.004
```